(1)
This record from the OMol25 dataset describes 7 unconnected molecules or ions with the total composition C21H21F7O21 at a distorted geometry. The level of theory is ωB97M-V/def2-TZVPD.

CARTESIAN COORDINATES (ANGSTROEM)
1 C 42.01698 -16.16494 7.83786
2 C 41.50167 -15.01399 7.02202
3 O 42.45323 -13.95125 7.38235
4 C 43.17266 -14.32277 8.33057
5 O 43.96652 -13.62199 8.89179
6 O 42.67772 -15.47299 8.76123
7 F 40.31469 -14.59768 7.45207
8 H 42.73389 -16.71895 7.23188
9 H 41.29418 -16.92629 8.13112
10 H 41.60615 -15.13779 5.94411
11 C 47.20263 -16.85726 2.30798
12 C 45.88509 -16.24375 1.74220
13 O 46.45012 -15.37101 0.74380
14 C 47.63614 -14.99723 1.16253
15 O 48.25676 -14.01564 0.82991
16 O 48.15643 -15.90319 2.08482
17 F 45.25771 -15.72320 2.77022
18 H 47.48029 -17.67572 1.64381
19 H 47.10565 -17.09185 3.36800
20 H 45.20183 -16.89061 1.19191
21 C 34.15753 -21.42962 6.72778
22 C 34.11597 -21.79930 8.16778
23 O 35.25050 -21.17396 8.81766
24 C 35.91012 -20.52001 7.88429
25 O 36.83801 -19.78594 8.17386
26 O 35.30093 -20.69207 6.65100
27 F 34.07119 -23.11112 8.33172
28 H 33.23630 -21.02523 6.30839
29 H 34.37861 -22.36031 6.20523
30 H 33.24042 -21.43781 8.70707
31 C 44.24837 -23.80621 4.42099
32 C 44.96605 -22.54642 4.40693
33 O 44.16917 -21.50055 4.73213
34 C 43.04037 -21.85896 4.16975
35 O 42.08717 -21.14241 3.96631
36 O 43.01930 -23.17678 4.04426
37 F 45.43868 -22.38121 3.22719
38 H 44.12046 -24.25719 5.40504
39 H 44.50428 -24.58424 3.70177
40 H 45.78238 -22.54124 5.12920
41 C 50.88767 -14.71739 7.31675
42 C 49.64066 -14.72048 7.98755
43 O 49.95563 -14.86217 9.41327
44 C 51.23496 -15.10600 9.51853
45 O 51.82097 -15.41243 10.56964
46 O 51.79652 -14.97791 8.26851
47 F 48.88391 -15.70751 7.48722
48 H 51.36579 -13.80634 6.95690
49 H 50.96903 -15.28308 6.38859
50 H 49.15824 -13.77499 7.73969
51 C 37.08153 -16.79015 0.46349
52 C 37.80406 -17.38451 1.64807
53 O 37.92919 -16.31820 2.46865
54 C 38.05473 -15.19544 1.71490
55 O 38.62309 -14.14331 2.00736
56 O 37.57395 -15.51689 0.44442
57 F 38.99110 -17.79915 1.11758
58 H 36.03062 -16.58305 0.66546
59 H 37.31648 -17.41381 -0.39903
60 H 37.26346 -18.23935 2.05442
61 C 42.89898 -21.33698 13.32417
62 C 41.93854 -20.88211 12.20270
63 O 40.70346 -21.56264 12.58091
64 C 40.82493 -21.93819 13.84349
65 O 39.97807 -22.57743 14.48466
66 O 42.04548 -21.64347 14.38243
67 F 42.24044 -21.35254 10.97766
68 H 43.60252 -20.53336 13.54174
69 H 43.36134 -22.29988 13.10708
70 H 41.82304 -19.80245 12.29798

## Properties
Highest occupied orbital energy (eV): -11.0044
Energy relative to the best compared isomer or geometry (same formula, charge and spin) (kJ/mol): 606.3
Total charge: 0
SMILES: O=C1OC[C@@H](F)O1.O=C1OC[C@@H](F)O1.O=C1OC[C@@H](F)O1.O=C1OC[C@@H](F)O1.O=C1OC[C@@H](F)O1.O=C1OC[C@@H](F)O1.O=C1OC[C@@H](F)O1
LUMO level (eV): -0.151
E (eV): -84132.9002

Results of the Mulliken charge analysis, in e, for atoms 1 through 8:
1 C -0.384
2 C 0.286
3 O -0.328
4 C 0.716
5 O -0.578
6 O -0.346
7 F -0.267
8 H 0.269



(2)
This record from the OMol25 dataset describes 3 unconnected molecules or ions with the total composition C17H18O5 at a distorted geometry. The level of theory is ωB97M-V/def2-TZVPD.

CARTESIAN COORDINATES (ANGSTROEM)
1 O 5.28162 0.05370 1.40767
2 C 4.51333 1.03527 1.45074
3 O 4.80220 2.09764 2.35407
4 C 3.15574 1.14813 0.56534
5 C 1.93354 1.03978 1.60822
6 C 0.71148 1.81598 0.89821
7 O -0.30928 0.75562 1.00451
8 C 0.49498 -0.40730 0.66593
9 O 0.36686 -1.18478 -0.28540
10 O 1.50431 -0.36165 1.70461
11 H 4.37647 2.89385 1.94226
12 H 3.20000 2.17940 0.04072
13 H 3.10156 0.31245 -0.22275
14 H 2.20538 1.28768 2.68578
15 H 0.83954 1.87987 -0.24541
16 H 0.50651 2.80696 1.41888
17 C -1.97360 2.96547 -1.33495
18 C -2.33558 4.26317 -1.68332
19 C -2.37693 4.63877 -3.02245
20 C -2.06543 3.71314 -4.01426
21 C -1.70703 2.41444 -3.66585
22 C -1.65680 2.04127 -2.32624
23 H -1.93826 2.67348 -0.29039
24 H -2.58498 4.98279 -0.91024
25 H -2.65272 5.65224 -3.29365
26 H -2.10234 4.00451 -5.05861
27 H -1.46587 1.69255 -4.43933
28 H -1.37213 1.02997 -2.05429
29 C -1.03691 -5.17034 -0.07884
30 C -1.54102 -6.02946 0.89285
31 C -1.53768 -5.64666 2.23027
32 C -1.03875 -4.39980 2.59525
33 C -0.53810 -3.53914 1.62319
34 C -0.53278 -3.92512 0.28614
35 H -1.03665 -5.47083 -1.12136
36 H -1.93623 -6.99899 0.60732
37 H -1.92458 -6.31926 2.98840
38 H -1.04045 -4.09919 3.63776
39 H -0.15100 -2.56726 1.90869
40 H -0.13838 -3.25831 -0.46946

## Properties
Highest occupied orbital energy (eV): -9.1189
Energy relative to the best compared isomer or geometry (same formula, charge and spin) (kJ/mol): 354.4
Total charge: 0
SMILES: O=C(O)C[C@H]1COC(=O)O1.c1ccccc1.c1ccccc1
LUMO level (eV): 0.036
E (eV): -28156.1545

Results of the Mulliken charge analysis, in e, for atoms 1 through 8:
1 O -0.522
2 C 0.372
3 O -0.447
4 C -0.595
5 C 0.101
6 C -0.432
7 O -0.348
8 C 0.674



(3)
This record from the OMol25 dataset describes 8 unconnected molecules or ions with the total composition C49H55ClIN8O3. The level of theory is ωB97M-V/def2-TZVPD.

CARTESIAN COORDINATES (ANGSTROEM)
1 C 4.50669 -3.88188 0.17079
2 C 3.02228 -3.62701 -0.06034
3 C 2.64232 -2.15873 0.15945
4 C 1.24604 -1.81573 -0.33649
5 O 0.27595 -1.57725 0.73315
6 N -0.08577 -2.75653 1.33357
7 C 0.54197 -3.05737 2.49010
8 C 0.22847 -4.20359 3.14782
9 C -0.72966 -5.05517 2.59664
10 Cl -1.13151 -6.47977 3.41949
11 C -1.36520 -4.71477 1.40583
12 I -2.77334 -5.99964 0.57837
13 C -1.06009 -3.51748 0.77590
14 C -1.76315 -2.99873 -0.43100
15 C -3.16930 -2.45655 -0.07005
16 C -4.20535 -2.70556 -1.15857
17 O -4.91059 -3.92981 -0.98967
18 C -5.71309 -4.12870 0.08872
19 C -6.28830 -2.95118 0.82976
20 O -5.97882 -5.26149 0.39539
21 H 4.74260 -3.99129 1.22853
22 H 5.10317 -3.06541 -0.23534
23 H 4.82833 -4.79388 -0.33069
24 H 2.44519 -4.26764 0.61513
25 H 2.76098 -3.90925 -1.08247
26 H 2.75309 -1.92277 1.21990
27 H 3.38466 -1.54124 -0.34609
28 H 0.86245 -2.60705 -0.97978
29 H 1.23000 -0.88693 -0.89998
30 H 1.26745 -2.34955 2.85509
31 H 0.70671 -4.44734 4.08307
32 H -1.18677 -2.18279 -0.84119
33 H -1.81295 -3.77426 -1.19330
34 H -3.07704 -1.37460 0.04104
35 H -3.49005 -2.82726 0.90368
36 H -3.70927 -2.80144 -2.12439
37 H -4.88440 -1.85856 -1.25049
38 H -5.86108 -1.98366 0.59303
39 H -6.16914 -3.14977 1.89248
40 H -7.35728 -2.92249 0.62525
41 N 5.49321 -0.34261 1.23340
42 C 5.11313 0.28537 2.34793
43 C 5.89540 0.37265 3.48724
44 C 7.14244 -0.23419 3.48038
45 C 7.55000 -0.90058 2.33773
46 C 6.69362 -0.92053 1.24630
47 H 4.12923 0.74394 2.31775
48 H 5.53564 0.90271 4.35838
49 H 7.78254 -0.18852 4.35152
50 H 8.51094 -1.39266 2.28676
51 H 6.98285 -1.42598 0.33078
52 N 5.88088 2.52902 -2.52902
53 C 5.67949 2.03073 -1.31179
54 C 5.36996 2.80791 -0.20528
55 C 5.27657 4.18148 -0.36673
56 C 5.47494 4.71485 -1.63088
57 C 5.77116 3.84741 -2.67301
58 H 5.76013 0.95382 -1.21555
59 H 5.20495 2.34069 0.75320
60 H 5.03647 4.82306 0.47149
61 H 5.39121 5.77759 -1.81152
62 H 5.91613 4.22638 -3.67927
63 N 1.83735 2.49891 -4.96367
64 C 0.60261 2.07796 -4.69836
65 C 0.09237 1.95267 -3.41439
66 C 0.91529 2.27408 -2.34516
67 C 2.20236 2.71421 -2.60467
68 C 2.61223 2.81120 -3.92755
69 H -0.00949 1.83413 -5.56032
70 H -0.92435 1.61503 -3.26178
71 H 0.55726 2.19002 -1.32571
72 H 2.88240 2.97775 -1.80471
73 H 3.61383 3.14365 -4.16589
74 N -3.06332 4.95619 -1.34785
75 C -3.90802 5.80144 -1.93843
76 C -3.74998 6.26523 -3.23484
77 C -2.65154 5.83408 -3.96045
78 C -1.76138 4.95465 -3.36408
79 C -2.01671 4.54844 -2.06361
80 H -4.75241 6.12578 -1.33890
81 H -4.46912 6.95144 -3.65980
82 H -2.49033 6.17850 -4.97369
83 H -0.89143 4.59315 -3.89399
84 H -1.34623 3.85938 -1.56299
85 N -3.18274 7.50889 2.20230
86 C -3.14139 7.61668 3.52811
87 C -3.28130 6.53990 4.39145
88 C -3.47535 5.28097 3.84623
89 C -3.51944 5.15278 2.46747
90 C -3.36834 6.29210 1.69054
91 H -2.99095 8.61774 3.91731
92 H -3.24100 6.68890 5.46181
93 H -3.59261 4.41575 4.48696
94 H -3.66932 4.19281 1.99191
95 H -3.39564 6.22224 0.61243
96 N -3.07154 -2.24970 3.44695
97 C -3.17397 -1.04036 3.99681
98 C -3.18845 -0.82327 5.36661
99 C -3.09078 -1.91741 6.21132
100 C -2.98401 -3.18283 5.65489
101 C -2.98141 -3.29236 4.27514
102 H -3.25073 -0.20818 3.30551
103 H -3.27531 0.18037 5.75851
104 H -3.10092 -1.78740 7.28531
105 H -2.90854 -4.06528 6.27532
106 H -2.89168 -4.24944 3.77689
107 N -0.57273 -2.64876 -3.52559
108 C -1.38567 -2.10042 -4.42822
109 C -1.70520 -2.69946 -5.63653
110 C -1.14958 -3.93454 -5.92863
111 C -0.29958 -4.51736 -5.00235
112 C -0.04598 -3.83668 -3.82263
113 H -1.79616 -1.13010 -4.16960
114 H -2.37104 -2.20621 -6.33064
115 H -1.37282 -4.43308 -6.86240
116 H 0.15960 -5.47801 -5.18901
117 H 0.61619 -4.26464 -3.07557

## Properties
Highest occupied orbital energy (eV): -10.8759
Total charge: +1
LUMO level (eV): -3.624
E (eV): -90383.0479

Results of the Mulliken charge analysis, in e, for atoms 1 through 8:
1 C -1.339
2 C 0.186
3 C -0.683
4 C 0.253
5 O -0.453
6 N 0.759
7 C -0.690
8 C -0.975



(4)
This record from the OMol25 dataset describes a molecular structure, C4H7NO3. The level of theory is ωB97M-V/def2-TZVPD.

CARTESIAN COORDINATES (ANGSTROEM)
1 C -0.09877 0.41278 -0.62170
2 C 1.91104 0.15632 1.04598
3 C 0.50271 0.00456 0.61310
4 C -1.19601 -1.14220 -0.15199
5 O -1.09569 1.36263 -0.60341
6 O 0.76242 0.53082 -1.69594
7 N -2.45536 -1.02128 -0.17118
8 O -0.28951 -0.80334 1.23577
9 H -1.91917 0.92832 -0.91285
10 H 0.59300 1.38110 -2.12524
11 H -2.85660 -0.31460 0.43529
12 H -0.66473 -2.01022 -0.52349
13 H 2.50140 -0.69323 0.68581
14 H 2.35388 1.07011 0.65323
15 H 1.95138 0.13824 2.13662

## Properties
Highest occupied orbital energy (spin up / spin down) (eV): -7.9309 / -7.9315
Energy relative to the best compared isomer or geometry (same formula, charge and spin) (kJ/mol): 465.8
Total charge: 0
LUMO level (spin up / spin down) (eV): -0.044 / -0.042
E (eV): -11890.4503

Results of the Mulliken charge analysis, in e, for atoms 1 through 8:
1 C 0.372
2 C -1.151
3 C 0.609
4 C 0.207
5 O -0.540
6 O -0.524
7 N -0.869
8 O -0.441